Record 1
Below is a molecular structure, C41H34I2N2O5PTi at a distorted geometry, with properties calculated with ωB97M-V with the def2-TZVPD basis set.

```
86
C41H34I2N2O5PTi ωB97M-V with the def2-TZVPD basis set
Ti -1.693 -0.333 -0.598
I -3.818 -1.265 6.242
C -3.443 -1.498 4.204
C -4.342 -2.032 3.342
C -4.012 -2.186 1.980
I -5.503 -2.943 0.726
C -2.755 -1.816 1.506
O -2.440 -1.822 0.153
C -1.798 -1.396 2.417
C -0.393 -1.520 2.014
N -0.113 -0.642 0.872
C 0.453 0.654 1.357
C 0.540 1.632 0.244
C 1.348 2.743 0.296
C 1.413 3.583 -0.820
C 0.699 3.254 -1.961
C -0.095 2.129 -1.914
N -0.192 1.336 -0.836
C -2.143 -1.184 3.731
H -5.379 -2.339 3.611
H 0.239 -1.321 2.840
H -0.198 -2.583 1.715
H 0.615 -1.070 0.262
H -0.191 1.021 2.190
H 1.464 0.490 1.786
H 1.901 2.968 1.201
H 2.067 4.420 -0.727
H 0.644 3.925 -2.833
H -0.681 1.877 -2.786
H -1.343 -0.804 4.453
C -3.397 3.123 5.191
O -4.355 3.454 4.190
C -4.261 2.909 2.945
C -5.203 3.313 1.995
C -5.171 2.844 0.727
C -4.145 1.933 0.329
C -4.076 1.472 -1.029
C -5.169 1.637 -2.018
O -3.096 0.809 -1.474
C -3.134 1.597 1.210
O -2.114 0.769 0.939
C -3.183 2.164 2.547
H -3.722 3.654 6.077
H -2.392 3.548 4.955
H -3.234 2.101 5.467
H -5.964 4.022 2.370
H -5.824 3.225 -0.029
H -5.251 2.658 -2.405
H -6.112 1.478 -1.480
H -4.987 0.975 -2.837
H -2.302 2.073 3.153
O -1.628 -1.023 -2.469
C -0.443 -1.108 -2.122
C 0.633 -1.516 -3.082
C 0.141 -2.068 -4.285
C 0.971 -2.412 -5.334
C 2.329 -2.333 -5.131
C 2.865 -1.754 -4.018
C 2.055 -1.375 -2.924
P 2.741 -0.501 -1.462
C 2.935 -1.904 -0.318
C 2.543 -3.213 -0.524
C 2.615 -4.140 0.586
C 3.190 -3.731 1.796
C 3.592 -2.421 1.958
C 3.382 -1.531 0.925
C 4.467 -0.129 -1.895
C 5.438 -1.109 -1.983
C 6.760 -0.822 -2.235
C 7.165 0.484 -2.338
C 6.221 1.533 -2.182
C 4.882 1.223 -1.984
H -0.903 -2.097 -4.469
H 0.581 -2.772 -6.269
H 3.025 -2.611 -5.954
H 3.943 -1.563 -3.986
H 2.073 -3.604 -1.432
H 2.205 -5.168 0.377
H 3.244 -4.450 2.578
H 4.117 -2.094 2.875
H 3.614 -0.467 1.069
H 5.122 -2.147 -1.970
H 7.455 -1.632 -2.354
H 8.191 0.807 -2.557
H 6.550 2.580 -2.385
H 4.171 2.034 -1.993
```

As for the calculated total energy: -104889.1886 eV. The total charge is +1. The calculation puts the maximum force at 2.7 eV Å⁻¹. Its spin multiplicity is 1. For the HOMO energy, the calculation gives -0.3845 Ha.


Record 2
Below is 7 unconnected molecules or ions with the total composition C5H27N2O6 at a distorted geometry, with properties calculated with ωB97M-V with the def2-TZVPD basis set.

```
40
C5H27N2O6 ωB97M-V with the def2-TZVPD basis set
N 0.156 1.217 -0.357
C 1.109 0.119 -0.068
C 1.465 0.003 1.479
C 2.969 0.271 1.527
C 3.284 1.793 1.354
C 0.588 -1.248 -0.573
N 0.497 -1.396 -2.020
H 0.082 1.167 -1.395
H -0.804 1.133 0.004
H 0.506 2.167 -0.061
H 2.030 0.407 -0.669
H 0.972 -0.850 1.922
H 0.876 0.824 1.908
H 3.423 -0.551 0.916
H 3.392 0.050 2.508
H 4.300 1.856 0.920
H 3.403 2.352 2.337
H 2.571 2.192 0.653
H 1.222 -1.965 -0.072
H -0.415 -1.352 -0.175
H 0.874 -2.228 -2.454
H -0.487 -1.423 -2.311
H 0.216 -4.546 0.524
H 1.631 -3.892 0.585
O 0.938 -4.190 -0.009
H -2.155 -4.230 -0.871
H -1.586 -3.191 0.166
O -2.377 -3.514 -0.268
H -2.847 2.485 1.139
H -3.345 1.979 -0.266
O -2.651 2.456 0.200
H 0.159 3.486 1.921
H -1.004 3.904 0.841
O -0.216 3.387 1.039
H -2.463 0.010 -1.063
H -3.375 -0.799 -0.182
O -2.559 -0.283 -0.142
H -3.860 1.472 -3.086
H -3.216 0.099 -3.266
O -3.301 0.828 -2.633
```

As for the calculated total energy: -20882.0671 eV. The total charge is +1. The calculation puts the maximum force at 3.1 eV Å⁻¹. Its spin multiplicity is 1. For the HOMO energy, the calculation gives -0.4665 Ha.


One value per record, in order, for ΔE to the lowest compared entry with this formula, charge and spin: 30.52; 178.65 kJ/mol.